# 1
ORCA calculation (ωB97M-V with the def2-TZVPD basis set) on a structure of composition C15H26BN12OTm.

Summary:
* ΔE to the lowest compared entry with this formula, charge and spin: 7.4 kcal per mole
* E_HOMO (spin up / spin down): -14.1 / -14.1 eV
* net charge: +2
* 2S+1: 3
* E_LUMO (spin up / spin down): -5.10 / -5.09 eV

Geometry (Å):
Tm (0.782108, 0.408214, 0.101130)
C (-4.376463, -1.828936, 1.348360)
N (-3.085203, -1.953355, 0.672855)
C (-2.648888, -3.274600, 0.224559)
C (-2.234046, -0.918162, 0.540614)
N (-1.056979, -1.011336, -0.015239)
N (-2.705381, 0.281380, 1.057330)
C (-2.214459, 1.569144, 0.936841)
N (-3.033638, 2.506550, 1.458255)
N (-1.097773, 1.834509, 0.343536)
H (-4.864753, -2.797000, 1.338717)
H (-5.035963, -1.130772, 0.827779)
H (-4.260032, -1.534799, 2.394955)
H (-3.458628, -3.979714, 0.374664)
H (-1.782710, -3.620508, 0.793303)
H (-2.413654, -3.264069, -0.841550)
H (-0.889963, -1.959032, -0.334691)
H (-3.581307, 0.211791, 1.546849)
H (-3.856621, 2.262445, 1.982389)
H (-2.692035, 3.444686, 1.585545)
H (-0.921042, 2.835897, 0.335496)
B (2.404897, 1.536027, 2.138537)
N (1.317938, 0.881108, 3.015921)
C (1.239322, 0.720841, 4.342569)
C (0.207939, -0.158558, 4.618361)
C (-0.289702, -0.508886, 3.367631)
N (0.378756, 0.121068, 2.398793)
N (3.350470, 0.464087, 1.574855)
C (4.648608, 0.218240, 1.787493)
C (4.999620, -0.927553, 1.098568)
C (3.826494, -1.331216, 0.470497)
N (2.828325, -0.495140, 0.760803)
H (2.988435, 2.408479, 2.696801)
H (1.801657, 2.060710, 1.173112)
H (1.921172, 1.245885, 4.989504)
H (-0.121055, -0.495973, 5.584040)
H (-1.088617, -1.190657, 3.122151)
H (5.226367, 0.879395, 2.410777)
H (5.965955, -1.396081, 1.063255)
H (3.656106, -2.177737, -0.174867)
C (3.124326, 0.225336, -4.291304)
N (1.688790, 0.440646, -4.061190)
C (0.793540, 0.509912, -5.086552)
C (-0.523635, 0.716621, -4.869753)
C (-0.942994, 0.881113, -3.518099)
N (-0.062657, 0.807871, -2.519738)
C (1.232091, 0.583786, -2.787931)
O (2.018999, 0.487491, -1.805474)
N (-2.217409, 1.111352, -3.199429)
H (3.305868, 0.289246, -5.359876)
H (3.409599, -0.756603, -3.922019)
H (3.686663, 0.994651, -3.770195)
H (1.212439, 0.389507, -6.075510)
H (-1.212757, 0.771456, -5.697628)
H (-2.920161, 1.264007, -3.902205)
H (-2.427946, 1.347221, -2.243606)

Cartesian forces, eV/Å:
-0.5483 -0.1476 -0.5643
-0.0406 0.0183 -0.0424
0.1101 0.0268 0.0428
-0.0068 0.0238 -0.0198
-0.0592 -0.1206 -0.0144
0.0889 0.0006 0.0941
-0.0753 0.0111 -0.0010
0.0581 0.0438 0.0035
-0.0172 -0.0406 0.0458
0.1044 0.0760 0.0352
-0.0036 0.0131 0.0129
0.0076 -0.0009 0.0180
-0.0178 -0.0149 0.0022
0.0109 -0.0071 0.0062
0.0031 -0.0042 -0.0140
0.0002 -0.0255 0.0073
-0.0422 0.0470 -0.0417
0.0287 -0.0016 0.0030
0.0001 0.0260 0.0000
-0.0061 -0.0100 -0.0216
-0.0623 -0.0345 -0.0326
0.0894 0.3175 0.1072
0.0645 -0.1485 0.0785
0.0246 0.1011 -0.1153
0.0184 0.0063 0.0012
-0.0419 -0.0068 -0.0650
0.1717 0.0070 0.2324
-0.0348 -0.1970 0.0470
-0.0744 0.0952 0.0319
0.0049 0.0086 0.0067
-0.0467 0.0025 -0.0278
0.0479 0.0928 0.1060
0.0417 -0.0233 0.0619
-0.0860 -0.0118 -0.1108
-0.0055 -0.0096 0.0712
-0.0206 -0.0219 0.0199
-0.0167 -0.0207 0.0210
0.0543 -0.0204 0.0140
0.0145 -0.0274 -0.0104
0.0244 -0.0131 -0.0038
-0.0831 0.0019 -0.0031
-0.0818 0.0980 -0.0480
0.0334 -0.0110 0.0453
0.0581 -0.0106 -0.0210
0.1279 0.0198 -0.0448
-0.0123 -0.0356 -0.0568
-0.0985 -0.0029 0.2612
0.2669 -0.0684 -0.1696
-0.0564 0.0445 0.0867
0.0423 -0.0089 0.0127
0.0572 0.0221 0.0126
0.0456 -0.0384 -0.0025
-0.0460 0.0074 -0.0266
-0.0373 0.0096 0.0132
0.0440 -0.0087 -0.0265
-0.0224 -0.0288 -0.0177

For each atom in turn, the Mulliken charge in e is: number 1, Tm, carries 0.359; number 2, C, carries -1.043; number 3, N, carries 0.101; number 4, C, carries -1.113; number 5, C, carries 0.403; number 6, N, carries -0.452; number 7, N, carries 0.171; number 8, C, carries 0.435; number 9, N, carries -0.394; number 10, N, carries -0.266; number 11, H, carries 0.280; number 12, H, carries 0.388; number 13, H, carries 0.390; number 14, H, carries 0.271; number 15, H, carries 0.402; number 16, H, carries 0.396; number 17, H, carries 0.218; number 18, H, carries 0.141; number 19, H, carries 0.182; number 20, H, carries 0.239; number 21, H, carries 0.193; number 22, B, carries 0.038; number 23, N, carries -0.129; number 24, C, carries -0.116; number 25, C, carries -1.220; number 26, C, carries -0.115; number 27, N, carries 0.401; number 28, N, carries 0.351; number 29, C, carries -0.104; number 30, C, carries -0.916; number 31, C, carries -0.404; number 32, N, carries -0.297; number 33, H, carries -0.030; number 34, H, carries 0.072; number 35, H, carries 0.499; number 36, H, carries 0.435; number 37, H, carries 0.401; number 38, H, carries 0.473; number 39, H, carries 0.433; number 40, H, carries 0.504; number 41, C, carries -0.862; number 42, N, carries 0.099; number 43, C, carries 0.003; number 44, C, carries -1.094; number 45, C, carries 0.908; number 46, N, carries -0.196; number 47, C, carries 0.431; number 48, O, carries -0.687; number 49, N, carries -0.306; number 50, H, carries 0.317; number 51, H, carries 0.315; number 52, H, carries 0.314; number 53, H, carries 0.389; number 54, H, carries 0.396; number 55, H, carries 0.252; number 56, H, carries 0.143

# 2
ORCA calculation (ωB97M-V with the def2-TZVPD basis set) on the ion C2H6N3O with charge +1 at a distorted geometry.

Summary:
* ΔE to the lowest compared entry with this formula, charge and spin: 51.9 kcal per mole
* E_HOMO (spin up / spin down): -10.8 / -15.9 eV
* net charge: +1
* 2S+1: 3
* E_LUMO (spin up / spin down): -3.34 / -9.16 eV

Geometry (Å):
C (-1.031987, 0.165070, -0.065124)
C (1.484653, -0.301119, 0.523331)
N (0.240658, -0.325079, -0.615995)
N (-1.984009, -0.744900, -0.059094)
N (1.195302, 0.717039, -0.447661)
O (-1.069204, 1.318561, 0.295525)
H (1.154085, -0.145745, 1.539302)
H (2.247187, -1.034256, 0.297668)
H (-1.839413, -1.677619, -0.413351)
H (-2.906340, -0.463854, 0.243569)
H (0.659418, 1.573293, -0.084992)
H (1.849655, 0.918607, -1.213178)

Cartesian forces, eV/Å:
0.2128 -0.0389 -2.5177
6.2454 -1.2873 4.7519
-5.1162 1.1973 -2.5718
-0.4108 -0.4117 0.1213
-1.6310 0.9880 -0.1782
0.1633 0.4067 0.8211
-0.1555 0.0360 -0.1769
0.0696 0.4954 -0.0257
0.0528 0.0222 0.0513
0.0596 -0.1102 0.0570
0.5942 -0.7124 -0.3932
-0.0840 -0.5851 0.0609

For each atom in turn, the Mulliken charge in e is: number 1, C, carries 0.646; number 2, C, carries -0.517; number 3, N, carries -0.172; number 4, N, carries -0.292; number 5, N, carries 0.009; number 6, O, carries -0.525; number 7, H, carries 0.321; number 8, H, carries 0.327; number 9, H, carries 0.246; number 10, H, carries 0.276; number 11, H, carries 0.355; number 12, H, carries 0.327

# 3
ORCA calculation (ωB97M-V with the def2-TZVPD basis set) on the molecule C3H4O at a distorted geometry.

Summary:
* ΔE to the lowest compared entry with this formula, charge and spin: 71.2 kcal per mole
* E_HOMO (spin up / spin down): -7.1 / -7.1 eV
* 2S+1: 1
* E_LUMO (spin up / spin down): 0.49 / 0.48 eV

Geometry (Å):
C (-0.897422, -0.839732, -0.287012)
C (0.415457, -0.123423, -0.638957)
C (0.457655, 0.546475, 0.688511)
O (-1.834065, -1.070373, 0.350393)
H (1.272271, -0.649084, -1.001297)
H (0.279982, 0.634740, -1.425439)
H (-0.288688, 1.464743, 0.750730)
H (0.594810, 0.036654, 1.563071)

Cartesian forces, eV/Å:
0.9172 0.2948 -0.5665
-0.1482 2.2427 1.5449
-2.1666 2.9574 -3.1361
-0.0472 -0.1762 -0.1571
0.0192 -1.4214 0.1553
-0.7685 -0.4643 0.1838
1.7217 -2.0268 -0.0037
0.4725 -1.4062 1.9794

For each atom in turn, the Mulliken charge in e is: number 1, C, carries 0.395; number 2, C, carries -0.242; number 3, C, carries -0.911; number 4, O, carries -0.306; number 5, H, carries 0.315; number 6, H, carries 0.194; number 7, H, carries 0.195; number 8, H, carries 0.361

# 4
ORCA calculation (ωB97M-V with the def2-TZVPD basis set) on a structure of composition C31H28ClNOPPdS at a distorted geometry.

Summary:
* E_HOMO (spin up / spin down): -16.1 / -16.9 eV
* net charge: +3
* 2S+1: 5
* E_LUMO (spin up / spin down): -8.59 / -12.94 eV

Geometry (Å):
Pd (-0.126085, -0.366550, -0.039415)
Cl (1.293727, -2.203958, 0.550552)
C (-0.054914, 1.575740, 0.056741)
O (0.082799, 2.698379, 0.322657)
P (-0.001562, 0.089431, -2.283686)
C (-1.527352, -0.224744, -3.237939)
C (0.508900, 1.710754, -2.936425)
C (1.292743, -1.023218, -2.915443)
C (1.758363, 1.911752, -3.545682)
C (2.086171, 3.165654, -4.062204)
C (1.190040, 4.233009, -3.958165)
C (-0.054482, 4.033502, -3.346621)
C (-0.387844, 2.785485, -2.821427)
H (2.468506, 1.087482, -3.625122)
H (3.050175, 3.303994, -4.552155)
H (1.455348, 5.212986, -4.355799)
H (-0.765874, 4.856589, -3.278969)
H (-1.358253, 2.644748, -2.338481)
C (-2.479228, -1.095913, -2.680928)
C (-3.675661, -1.352550, -3.347436)
C (-3.938417, -0.770505, -4.586277)
C (-2.986651, 0.083209, -5.164086)
C (-1.791447, 0.355712, -4.493359)
H (-2.288411, -1.563297, -1.716336)
H (-4.410652, -2.021237, -2.889615)
H (-4.872434, -0.979025, -5.109951)
H (-3.174081, 0.536541, -6.134757)
H (-1.063834, 1.031686, -4.951121)
C (1.106535, -1.724453, -4.114577)
C (2.132866, -2.540183, -4.599480)
C (3.325100, -2.685527, -3.879409)
C (3.490381, -2.017300, -2.662143)
C (2.483342, -1.178087, -2.188075)
H (0.162658, -1.628438, -4.653531)
H (1.985898, -3.068373, -5.541829)
H (4.120935, -3.326468, -4.263590)
H (4.395257, -2.150475, -2.067641)
H (2.591011, -0.727085, -1.201704)
H (-2.118632, -2.003286, 0.135935)
H (-1.510950, -1.686766, 0.540901)
N (0.102647, -0.160325, 2.007564)
S (-1.000806, -0.219273, 3.193459)
C (-0.424718, -1.573442, 4.213033)
C (-1.188431, -2.749986, 4.279790)
C (-0.752188, -3.800768, 5.092158)
C (0.444580, -3.685796, 5.801069)
C (1.232564, -2.536081, 5.683376)
C (0.794544, -1.475106, 4.881497)
C (-0.641639, 1.180261, 4.267685)
C (0.270903, 2.163735, 3.892599)
C (0.569660, 3.218837, 4.769316)
C (-0.065877, 3.297704, 6.009768)
C (-1.001810, 2.327311, 6.376969)
C (-1.304570, 1.275428, 5.505016)
H (1.042831, -0.309438, 2.392378)
H (-2.116714, -2.782051, 3.708536)
H (-1.361767, -4.703392, 5.170146)
H (0.766586, -4.501164, 6.443367)
H (2.176329, -2.453204, 6.221137)
H (1.376323, -0.554187, 4.806879)
H (0.747673, 2.096471, 2.915961)
H (1.307062, 3.969780, 4.490543)
H (0.169097, 4.105602, 6.701217)
H (-1.498986, 2.379229, 7.348673)
H (-2.037307, 0.510625, 5.764443)

Cartesian forces, eV/Å:
0.6262 -1.5128 -0.5986
-0.0103 -0.3768 -0.0377
0.0986 7.0564 1.6053
-0.4167 -4.3253 -1.0667
-0.9799 0.4763 -3.4745
-0.2071 -0.4873 0.2661
0.3526 0.0542 0.5054
-1.3151 -0.5816 -1.9042
-0.0783 0.1168 0.0450
0.0776 -0.0866 0.0379
-0.1148 -0.3345 0.0656
0.0273 -0.1254 0.0932
-0.0428 0.2052 -0.0979
-0.1147 0.2988 -0.1036
-0.2626 -0.0019 0.1494
-0.0866 -0.2923 0.0917
0.1925 -0.2304 0.0138
0.2075 0.0639 -0.2080
-0.0731 0.1494 -0.1955
-0.0947 -0.2528 0.1937
0.3517 0.2102 -0.0690
0.1402 -0.1942 0.3685
0.0616 0.2098 -0.1242
-0.1142 0.1011 -0.3646
0.2692 0.2552 -0.2032
0.2677 0.0677 0.1917
0.0500 -0.0842 0.2020
-0.2625 -0.2091 0.1507
-0.7854 1.2233 1.4663
-0.4870 -0.2986 -0.7419
1.5319 0.2716 1.6461
0.8766 -1.0278 -1.1192
0.4966 -0.3325 0.7235
0.3140 -0.0430 0.0828
0.1298 0.1048 0.1643
-0.2586 0.1604 0.1343
-0.2075 0.0046 -0.2810
0.1357 0.1444 -0.4112
0.9418 0.5765 0.7128
-1.3346 -0.8485 -0.4834
1.5369 -0.1537 1.2111
-1.7485 -0.3643 2.5720
0.1824 -0.5825 -0.1159
-0.1267 0.2190 -0.2238
-0.3611 0.2659 -0.2863
-0.0490 0.1225 -0.1710
-0.2107 0.5024 -0.3529
0.5150 -0.0129 0.4529
0.2565 1.1372 0.6611
0.1889 0.0027 -0.1529
-0.2126 -0.3023 -0.0477
0.0189 -0.2434 -0.1896
-0.0947 -0.3265 -0.2993
-0.0830 -0.4139 -0.3219
0.1363 0.1189 -0.1094
0.1378 -0.2989 0.2570
0.2157 0.3147 -0.0024
-0.0197 0.1308 -0.1200
-0.2682 -0.0070 -0.1353
-0.0205 -0.2483 0.1515
0.0878 0.2062 0.2425
-0.2039 -0.2063 -0.0253
-0.0382 -0.1743 -0.2166
0.1296 -0.0371 -0.3898
0.1288 0.2462 0.1860

For each atom in turn, the Mulliken charge in e is: number 1, Pd, carries -0.631; number 2, Cl, carries -0.204; number 3, C, carries 0.463; number 4, O, carries -0.247; number 5, P, carries 2.152; number 6, C, carries 0.105; number 7, C, carries 0.471; number 8, C, carries 0.460; number 9, C, carries -0.376; number 10, C, carries -0.699; number 11, C, carries -0.594; number 12, C, carries -0.868; number 13, C, carries -0.019; number 14, H, carries 0.363; number 15, H, carries 0.433; number 16, H, carries 0.439; number 17, H, carries 0.450; number 18, H, carries 0.450; number 19, C, carries -0.247; number 20, C, carries -0.613; number 21, C, carries -0.520; number 22, C, carries -0.745; number 23, C, carries 0.080; number 24, H, carries -0.269; number 25, H, carries 0.422; number 26, H, carries 0.435; number 27, H, carries 0.448; number 28, H, carries 0.459; number 29, C, carries -0.173; number 30, C, carries -0.603; number 31, C, carries -0.501; number 32, C, carries -0.878; number 33, C, carries -0.407; number 34, H, carries 0.474; number 35, H, carries 0.477; number 36, H, carries 0.461; number 37, H, carries 0.466; number 38, H, carries 0.741; number 39, H, carries 0.611; number 40, H, carries -0.364; number 41, N, carries -0.035; number 42, S, carries 0.157; number 43, C, carries 0.649; number 44, C, carries -0.345; number 45, C, carries -0.625; number 46, C, carries -0.400; number 47, C, carries -0.782; number 48, C, carries -0.206; number 49, C, carries 0.689; number 50, C, carries -0.017; number 51, C, carries -0.759; number 52, C, carries -0.452; number 53, C, carries -0.649; number 54, C, carries -0.400; number 55, H, carries 0.304; number 56, H, carries 0.415; number 57, H, carries 0.431; number 58, H, carries 0.446; number 59, H, carries 0.432; number 60, H, carries 0.368; number 61, H, carries 0.179; number 62, H, carries 0.425; number 63, H, carries 0.423; number 64, H, carries 0.419; number 65, H, carries 0.430